1.
Below is C9H7ClF2N2O as an isolated structure, with properties calculated with ωB97M-V with the def2-TZVPD basis set.

The geometry in ORCA input format:
```
! wB97M-V def2-TZVPD RIJCOSX def2/J DEFGRID3
* xyz 0 1
C 1.084 2.325 -0.180
H 0.272 -0.090 1.560
H 2.515 -0.627 -1.496
C 1.848 0.133 -1.019
C 0.007 1.798 0.433
C 1.301 -1.765 0.376
C -0.115 0.301 0.586
O -1.914 -1.260 1.112
H 0.851 -1.922 1.360
H 2.907 1.810 -1.216
H 2.312 -1.610 0.486
C 1.993 1.465 -0.912
N -3.172 -1.491 0.656
N -2.439 0.443 -0.179
C -3.473 -0.452 -0.085
Cl -4.805 -0.328 -1.112
F -0.135 -1.097 -1.393
H 1.441 3.306 -0.149
F -0.857 2.504 1.117
C 0.700 -0.640 -0.363
C -1.588 -0.081 0.606
H 1.267 -2.723 -0.188
*
```

Properties
ΔE to the lowest compared entry with this formula, charge and spin   0.0 kJ/mol
HOMO-LUMO gap   0.34300 hartree
Energy   -32428.597 eV
Lowest unoccupied orbital energy   0.3 eV
E_HOMO   -8.99 eV



2.
Below is C35H57ClO3PRu as an isolated structure, with properties calculated with ωB97M-V with the def2-TZVPD basis set.

The geometry in ORCA input format:
```
! wB97M-V def2-TZVPD RIJCOSX def2/J DEFGRID3
* xyz 3 5
C 1.919 0.993 -2.526
H 5.066 2.853 1.329
H 3.055 4.195 0.220
H -1.559 4.259 -1.335
C 1.961 -0.064 0.111
H 4.164 2.155 -3.545
H 5.500 -2.085 2.346
C 1.572 -2.410 -0.902
Ru -0.191 0.702 0.354
H 1.410 -2.661 0.148
H 2.811 4.028 1.944
H 1.192 -0.199 5.296
H -2.724 4.433 2.154
H -2.533 2.789 -1.171
H 1.263 -0.959 -3.109
H 0.071 0.972 5.939
H 0.238 0.728 -4.759
C 2.239 -1.814 3.457
C 2.566 3.584 0.980
C -1.520 3.168 -1.313
C -2.408 -0.090 -0.610
H 1.865 1.507 3.821
C 0.499 -3.086 -1.756
H -2.976 -0.702 2.242
H 0.618 2.707 4.138
H -3.305 -2.410 2.528
C 1.303 0.781 -4.988
H 2.920 1.659 1.890
H -1.575 -3.709 3.822
H 4.042 -2.752 4.249
H -0.702 1.571 -2.530
C 0.858 1.823 3.545
H -1.792 -3.643 1.371
H 0.035 3.174 -2.784
H -1.589 2.201 4.479
H -1.578 2.810 -3.397
C 2.088 1.537 -3.921
C 1.628 -0.903 -1.022
C -1.594 1.306 3.856
C 2.259 1.795 -1.423
O -1.355 -0.479 -1.178
H 1.411 1.292 -5.943
C 4.583 2.164 0.637
H -0.085 -3.274 1.247
C 3.595 1.539 -4.242
H -2.882 -1.373 3.872
H 5.066 1.196 0.757
C 0.163 0.153 5.221
H -3.771 -1.374 -1.618
H 1.759 2.578 -3.902
H -0.525 3.473 1.826
H 4.782 2.518 -0.375
C -2.676 -1.569 2.822
P -0.083 -0.512 2.448
C -1.214 -2.006 2.613
H 4.484 -0.812 0.471
H -3.153 4.296 0.463
H -2.306 0.610 4.292
C 2.482 -0.756 1.326
C 1.660 -1.110 2.430
H -0.470 -2.598 -1.697
H 0.801 -3.117 -2.803
C -1.106 3.768 0.957
H -1.952 1.590 2.867
O -0.731 2.833 -0.119
C -3.776 -0.407 -1.118
H 3.169 -2.720 -2.346
H 1.494 3.663 0.819
C -0.824 -2.917 3.785
C 2.948 -2.975 -1.309
C -2.586 3.823 1.261
H 2.528 2.831 -1.599
C 3.634 -2.183 3.423
H 0.880 2.137 2.499
H 3.998 0.525 -4.221
O -2.249 0.618 0.448
H 1.681 -0.233 -5.125
C 1.552 -0.327 -2.281
H -0.849 -2.420 4.751
H -1.279 -2.253 0.423
H -4.500 -0.387 -0.307
C 2.363 1.301 -0.132
H 1.669 -2.106 4.327
C 3.071 2.140 0.919
H 3.748 1.940 -5.243
C 4.454 -1.811 2.354
H 0.391 -4.122 -1.435
H 3.770 -2.613 -0.693
H -3.012 2.839 1.441
C -0.890 2.647 -2.567
H -0.742 4.746 0.637
H 2.928 -4.061 -1.229
C -0.171 0.732 3.842
H -0.520 -0.626 5.548
C 3.892 -1.106 1.327
Cl -4.212 0.839 -2.302
H 0.132 -3.419 3.642
C -1.074 -2.823 1.328
*
```

Properties
ΔE to the lowest compared entry with this formula, charge and spin   0.0 kJ/mol
HOMO-LUMO gap (alpha / beta)   0.27205 / 0.17615 hartree
Energy   -67728.080 eV
Lowest unoccupied orbital energy (alpha / beta)   -10.3 / -13.1 eV
E_HOMO (alpha / beta)   -17.72 / -17.94 eV



3.
Below is a 4-piece molecular cluster, C22H55N6O overall, with properties calculated with ωB97M-V with the def2-TZVPD basis set.

The geometry in ORCA input format:
```
! wB97M-V def2-TZVPD RIJCOSX def2/J DEFGRID3
* xyz 1 1
H 2.967 -3.564 2.065
C -2.305 2.080 -1.078
H 4.776 5.468 3.197
N 2.340 -1.908 3.128
H -2.721 -2.285 -4.972
H -5.810 -6.537 -6.253
H -1.138 -3.748 -3.605
H -2.649 2.565 -0.162
H 1.166 0.189 0.740
H 1.632 6.401 2.208
H -2.181 -3.754 -5.744
H -5.880 -4.931 -6.990
H -2.594 2.722 -1.911
H 4.049 4.271 4.256
H 3.780 -4.294 4.252
H 3.074 5.801 -0.681
N -4.178 -3.718 -5.245
N 2.682 4.877 1.132
N -0.828 2.032 -1.050
C 3.418 -2.793 2.695
H -0.579 -1.063 -0.267
H 4.124 3.559 1.814
H 1.737 -4.219 4.917
H -3.822 0.749 -1.863
H 4.488 7.575 -0.037
H -4.281 -5.723 -4.503
H 5.201 -3.832 3.329
C -5.485 -3.485 -3.054
H -2.419 -4.939 -3.440
C -2.038 -0.395 -1.613
H 2.569 3.443 2.597
H -2.471 -1.352 -1.319
H 0.823 -3.288 2.846
C 4.082 6.993 0.792
H 0.174 -3.513 5.298
C -0.294 0.866 -0.514
H -3.609 -5.496 -6.108
C 0.645 6.056 0.336
H 4.786 -0.461 3.224
H 1.162 6.840 -0.217
H 4.073 -2.222 2.033
H 3.125 5.691 3.784
C 1.135 -2.570 3.611
H -6.575 -5.214 -5.388
C 3.845 4.953 3.429
C 2.751 -0.790 3.967
H 4.432 4.996 0.047
H 0.877 1.917 0.711
H 0.855 4.836 2.083
H 3.081 -1.087 4.973
H 4.873 6.886 1.532
H -6.130 -3.065 -5.055
C -2.222 -3.879 -3.603
H -5.542 -4.572 -2.989
H 1.647 -2.657 5.734
H 3.515 0.374 2.325
H 0.428 5.239 -0.356
H -4.922 -1.957 -4.480
C 1.188 -3.280 4.967
H -1.905 -0.421 -2.698
C -4.395 -5.145 -5.434
C 3.834 0.059 3.322
H -4.297 -0.067 0.108
N 0.662 0.987 0.372
H -2.623 -3.329 -2.750
C -5.747 -5.468 -6.050
O -3.454 0.398 0.155
H -0.299 6.474 0.685
H -4.725 -3.150 -2.345
H 1.859 -0.172 4.114
H 3.278 7.579 1.239
C 3.580 5.641 0.274
H -0.405 2.250 -1.944
C -2.988 0.709 -1.153
H 4.565 -2.745 4.555
C -2.807 -3.377 -4.931
N -0.723 -0.317 -0.939
C -5.199 -3.016 -4.488
H 4.011 0.951 3.923
C 4.281 -3.453 3.776
H -6.445 -3.088 -2.720
C 3.313 4.162 2.231
H 0.348 -1.809 3.654
C 1.457 5.559 1.522
*
```

Properties
HOMO-LUMO gap   0.26715 hartree
Energy   -34687.768 eV
Lowest unoccupied orbital energy   -2.9 eV
E_HOMO   -10.15 eV



4.
Below is a 4-piece molecular cluster, C16H40ClNO7P2 overall, with properties calculated with ωB97M-V with the def2-TZVPD basis set.

The geometry in ORCA input format:
```
! wB97M-V def2-TZVPD RIJCOSX def2/J DEFGRID3
* xyz 0 1
O 3.552 0.849 0.315
H -2.714 4.560 -0.402
H -5.786 5.459 -0.519
C -5.159 5.284 -1.401
C 1.579 -1.414 1.476
H -5.847 -0.715 -1.930
H 0.807 -0.154 -1.994
H -5.832 5.183 -2.253
H -5.100 -0.442 -4.008
H -0.097 -2.480 -1.560
H -3.845 0.359 -4.939
H 8.040 -2.194 3.327
C -4.221 6.457 -1.623
H 6.521 -4.756 6.145
H -0.032 -2.925 2.658
H -5.810 1.811 -3.075
C 7.390 -4.412 5.582
C 7.226 -4.723 4.104
H -3.081 0.244 -1.017
H -5.883 1.760 -4.836
H 5.855 -2.414 4.602
H 1.200 -3.117 -2.607
H -4.408 1.317 -1.447
H 6.872 -0.950 2.884
H -0.821 -1.214 -3.472
O -4.507 4.030 -1.309
H 8.277 -4.917 5.969
C 2.249 -1.236 -0.821
C 5.945 -2.761 3.566
H -4.799 7.374 -1.743
C 0.553 -2.260 -2.411
H -4.527 5.079 1.294
H -4.483 -1.751 -1.500
H -3.622 6.304 -2.521
O 6.058 -4.175 3.522
H -3.541 6.604 -0.783
O -3.458 0.300 -2.982
H -3.188 2.872 -0.364
O -1.168 -0.832 2.046
H 8.118 -4.410 3.550
H 4.998 -2.541 3.073
H 0.571 -1.107 3.745
N -0.313 -2.089 -3.576
H 7.127 -5.800 3.964
C -4.421 0.418 -4.015
H 7.512 -3.344 5.766
O 1.363 -0.875 0.271
C -3.961 0.338 -1.656
H 2.115 -0.885 -2.927
C 7.069 -2.023 2.860
H 7.136 -2.338 1.819
C -4.940 -0.775 -1.328
H -4.536 2.575 -4.017
C 1.429 -1.048 -2.090
H 2.542 -2.284 -0.724
C -4.152 4.068 1.132
C -3.567 3.888 -0.258
C -5.208 1.717 -3.979
H -3.385 3.874 1.883
H -4.978 3.372 1.293
P 3.819 -0.175 -0.924
H 2.614 0.964 0.516
P 0.042 -1.529 2.516
O 2.619 -1.819 1.904
H 0.259 -1.968 -4.406
H -5.233 -0.708 -0.279
Cl 5.164 -1.499 -0.092
*
```

Properties
HOMO-LUMO gap   0.35663 hartree
Energy   -64162.824 eV
Structure (SMILES)   NCC[C@H](OC(=O)[PH2]=O)P(O)Cl.CCOCC.CCOCC.CCOCC
Lowest unoccupied orbital energy   0.4 eV
E_HOMO   -9.35 eV